116
Properties=species:S:1:pos:R:3 method="wB97M-V/def2-TZVPD" e_tot_ha=-3515.91586 charge=+1 e_homo_ev=-11.385 gap_ha=0.234 de_lowest_kcal_mol=0.0
C -3.6390 -4.2779 4.3128
B -4.7881 -4.7228 5.2368
O -4.5999 -5.4280 6.3649
N -6.2686 -4.4007 4.9006
C -6.6302 -3.2296 4.4001
C -7.9446 -2.8746 4.1071
C -8.2730 -1.5213 3.5372
C -7.5833 -1.2641 2.2311
O -8.1097 -0.9563 1.2433
F -6.2626 -1.4073 2.2811
C -8.9073 -3.8548 4.3427
C -10.3595 -3.6254 4.0810
C -11.3280 -4.5533 4.8561
C -12.4661 -3.8058 5.4583
F -12.4834 -3.7015 6.8015
C -13.4504 -3.2611 4.7585
F -13.5365 -3.4509 3.4488
F -14.4045 -2.5095 5.2462
C -8.4079 -5.0775 4.8383
N -7.1642 -5.3627 5.1304
H -3.9214 -4.0333 3.2938
H -2.9454 -5.1162 4.2612
H -3.0910 -3.4743 4.8082
H -5.0486 -5.0690 7.1402
H -5.8351 -2.5232 4.2092
H -7.9908 -0.7478 4.2517
H -9.3263 -1.4468 3.3266
H -10.5754 -3.6738 3.0155
H -10.6141 -2.6168 4.3935
H -10.8431 -5.0633 5.6826
H -11.7234 -5.3321 4.2102
H -9.1062 -5.8825 5.0010
C -6.8661 0.7333 -1.0595
O -6.8682 2.1249 -0.7233
C -5.7169 2.5657 -0.2288
O -4.7312 1.8972 -0.0290
O -5.8206 3.8647 0.0193
C -4.6173 4.4362 0.5470
H -7.8571 0.5024 -1.4380
H -6.1295 0.5301 -1.8353
H -6.6663 0.1292 -0.1870
H -3.8013 4.3321 -0.1645
H -4.3551 3.9717 1.4958
H -4.8083 5.4916 0.7119
C 1.7016 -2.8415 6.8443
O 1.0055 -2.4164 8.0208
C -0.3099 -2.3355 7.8892
O -0.9395 -2.5843 6.8905
O -0.8192 -1.9298 9.0518
C -2.2361 -1.7915 9.0674
H 2.7554 -2.8593 7.1024
H 1.3838 -3.8399 6.5511
H 1.5403 -2.1393 6.0292
H -2.7166 -2.7486 8.8660
H -2.5584 -1.0464 8.3415
H -2.5018 -1.4592 10.0662
C 0.1028 8.8580 0.7063
O -0.7969 7.7496 0.7970
C -0.1979 6.5602 0.8151
O 0.9860 6.3633 0.7643
O -1.1430 5.6222 0.9007
C -0.6374 4.2823 0.9284
H -0.5124 9.7527 0.7009
H 0.7697 8.8820 1.5655
H 0.6796 8.8095 -0.2149
H -0.0006 4.1262 1.7967
H -0.0898 4.0565 0.0162
H -1.4986 3.6229 0.9948
C -2.2672 0.1551 -0.0721
O -0.9273 0.6568 -0.0153
C -0.0102 -0.1621 -0.5300
O -0.2230 -1.2472 -1.0044
O 1.1778 0.4288 -0.4292
C 2.2652 -0.3429 -0.9493
H -2.9085 0.9040 0.3720
H -2.5743 -0.0044 -1.1036
H -2.3518 -0.7746 0.4910
H 2.1267 -0.5363 -2.0106
H 2.3647 -1.2800 -0.4053
H 3.1649 0.2483 -0.8097
C 7.8407 -0.9968 -2.3966
O 6.4942 -1.1970 -2.8388
C 6.2870 -2.3620 -3.4504
O 7.1107 -3.2146 -3.6463
O 5.0044 -2.4171 -3.8122
C 4.6376 -3.6211 -4.4895
H 7.8700 -0.0185 -1.9261
H 8.1240 -1.7547 -1.6692
H 8.5283 -1.0087 -3.2400
H 4.7941 -4.4861 -3.8481
H 5.2031 -3.7304 -5.4126
H 3.5807 -3.5314 -4.7227
C 12.5041 2.3850 -4.9483
O 11.8315 1.9877 -6.1455
C 11.3264 0.7552 -6.1122
O 11.3912 -0.0125 -5.1893
O 10.7342 0.5235 -7.2824
C 10.1413 -0.7729 -7.3964
H 12.8593 3.3970 -5.1188
H 11.8191 2.3790 -4.1026
H 13.3524 1.7334 -4.7505
H 9.3629 -0.9069 -6.6477
H 10.8960 -1.5499 -7.2955
H 9.7016 -0.8223 -8.3879
C 11.4381 4.7450 -12.3645
O 10.4222 4.7012 -11.3610
C 10.8846 4.5172 -10.1239
O 12.0403 4.3936 -9.8159
O 9.8458 4.4966 -9.2920
C 10.1992 4.2993 -7.9196
H 10.9281 4.8977 -13.3111
H 12.1214 5.5725 -12.1840
H 11.9875 3.8062 -12.3965
H 10.8362 5.1097 -7.5685
H 10.6933 3.3427 -7.7816
H 9.2704 4.3061 -7.3554